[1]
{"formula": "BrH2P", "method": "wB97M-V/def2-TZVPD", "species": ["P", "H", "Br", "H"], "xyz": [[0.388797, 0.246762, 0.675467], [0.432858, 1.027002, -0.507419], [0.706886, -1.603304, -0.445675], [-1.528541, 0.329540, 0.277626]], "forces_ev_per_a": [[2.17, -0.10, 0.05], [0.09, 0.13, 0.22], [-0.11, 0.01, 0.15], [-2.15, -0.05, -0.42]], "s2": 2.00, "gap_ha": [0.2550, 0.2660], "multiplicity": 3, "relative_energy_kj_mol": 83.3, "charge": 0}

---

[2]
{"formula": "BrH4N2P", "method": "wB97M-V/def2-TZVPD", "species": ["P", "N", "H", "H", "N", "H", "Br", "H"], "xyz": [[1.322602, 0.317815, -0.128627], [-0.064625, -0.500619, -0.205223], [-0.225664, 2.108354, 0.208817], [-0.195373, -1.492804, -0.184172], [0.743695, 1.807478, -0.007165], [1.383172, 2.601761, -0.140781], [-3.177255, -0.150666, -0.021238], [-1.535902, 0.034203, -0.173358]], "forces_ev_per_a": [[-2.07, -2.46, -0.33], [0.86, 1.86, 0.20], [0.89, -0.66, -0.38], [0.54, -0.48, -0.01], [-0.32, 2.81, 0.25], [-0.45, -0.66, 0.23], [1.27, 0.42, -0.14], [-0.71, -0.83, 0.17]], "smiles": "[H]/N=P/N.Br", "gap_ha": 0.3277, "relative_energy_kj_mol": 114.7, "charge": 0}

---

[3]
{"formula": "BrH5N3OP", "method": "wB97M-V/def2-TZVPD", "species": ["H", "P", "Br", "O", "H", "N", "N", "H", "H", "H", "N"], "xyz": [[-1.648214, -1.348398, -0.855386], [0.481459, 0.226666, -0.164694], [-1.833513, -2.128763, 1.512451], [0.188494, 1.382706, 0.688711], [1.362536, -0.894151, 1.523095], [0.421195, 0.032931, -1.742896], [1.391283, -0.986458, 0.498203], [-1.915521, 0.035313, -0.011845], [-0.187295, 0.813456, -2.083917], [2.291637, -1.447121, 0.238886], [-1.464828, -0.845451, 0.023166]], "forces_ev_per_a": [[0.26, 0.14, 0.60], [0.55, -1.58, -2.61], [-0.06, 1.69, -1.50], [-0.23, -0.39, 0.23], [0.10, -0.12, -0.64], [-0.67, 1.35, 1.47], [0.80, -0.02, 1.56], [-1.60, 0.76, 0.84], [0.87, -0.64, -0.03], [-1.53, 0.97, -0.45], [1.49, -2.17, 0.54]], "gap_ha": 0.3003, "relative_energy_kj_mol": 143.1, "charge": 0}